# 1
Formula: C41H34BrF8N5PSn
Source: OMol25
Level of theory: ωB97M-V/def2-TZVPD

Geometry (Å):
Sn 0.369 -0.853 0.774
C -1.890 1.398 4.540
C -1.663 0.727 3.171
N -0.257 0.770 2.656
C 0.046 2.079 2.060
C 0.242 3.268 3.002
C 0.735 0.263 3.619
C 2.121 0.392 3.074
N 2.277 -0.430 1.879
C 3.443 -0.447 1.155
C 3.449 -1.052 -0.108
F 2.236 -1.467 -0.649
C 4.571 -1.205 -0.886
F 4.651 -2.028 -1.931
C 5.722 -0.518 -0.500
C 5.782 0.109 0.745
F 6.982 0.631 1.155
C 4.657 0.228 1.542
F 4.713 0.950 2.731
H -2.700 2.083 4.546
H -1.094 2.042 4.843
H -1.973 0.719 5.385
H -2.346 1.147 2.440
H -1.851 -0.310 3.327
H -0.774 2.342 1.386
H 0.934 1.964 1.425
H -0.708 3.837 3.096
H 0.956 3.928 2.592
H 0.610 3.115 4.028
H 0.402 -0.775 3.862
H 0.664 0.774 4.609
H 2.850 0.001 3.783
H 2.371 1.459 2.940
H 6.599 -0.456 -1.149
C 2.786 -5.429 3.746
C 3.027 -4.935 2.416
C 2.151 -4.071 1.854
C 0.956 -3.685 2.545
C 0.754 -4.185 3.834
C 1.665 -4.974 4.450
N 0.017 -2.828 1.992
N -1.178 -3.011 2.544
C -2.150 -2.951 1.602
C -3.381 -3.609 1.923
C -4.511 -3.404 1.121
C -4.423 -2.522 0.024
C -3.175 -2.052 -0.287
N -2.067 -2.204 0.489
H 3.472 -6.043 4.285
H 3.823 -5.247 1.740
H 2.295 -3.724 0.799
H -0.169 -3.864 4.340
H 1.665 -5.217 5.525
H -3.469 -4.280 2.834
H -5.514 -3.882 1.369
H -5.205 -2.402 -0.691
H -3.005 -1.447 -1.203
F -3.492 -1.875 -7.126
C -2.784 -1.216 -6.176
C -2.885 0.166 -6.142
F -3.585 0.830 -7.030
C -2.163 0.848 -5.140
F -2.165 2.190 -5.172
C -1.482 0.171 -4.094
P -0.702 0.881 -2.585
C 0.649 1.903 -3.158
C 1.995 1.515 -2.920
C 3.073 2.318 -3.236
C 2.821 3.484 -3.986
C 1.500 3.841 -4.307
C 0.408 3.081 -3.872
C -1.870 2.200 -2.156
C -1.544 3.440 -1.656
C -2.476 4.469 -1.450
C -3.828 4.174 -1.700
C -4.212 2.868 -1.985
C -3.246 1.885 -2.257
C -1.272 -1.178 -4.296
Br 0.212 -2.030 -3.462
C -1.993 -1.927 -5.247
F -1.918 -3.265 -5.315
H 2.105 0.548 -2.462
H 4.063 2.008 -2.985
H 3.666 4.091 -4.324
H 1.324 4.704 -4.980
H -0.598 3.380 -4.125
H -0.456 3.717 -1.487
H -2.182 5.500 -1.275
H -4.605 5.008 -1.614
H -5.303 2.620 -2.003
H -3.548 0.938 -2.671

Frontier orbital gap (alpha / beta) (eV): 5.00 / 4.49
Max |F| (eV/Å): 4.8
Energy above the lowest of the compared OMol25 structures with the same formula, charge and spin (kJ/mol): 14.5
Spin multiplicity: 1
Charge: +3
Lowest unoccupied orbital energy (alpha / beta) (eV): -10.8 / -11.3
Energy (eV): -157389.1443

Just the Löwdin charges please, in e? Sure, here they are: atom 1 (Sn): 1.401, atom 2 (C): -0.046, atom 3 (C): -0.183, atom 4 (N): -0.284, atom 5 (C): -0.269, atom 6 (C): -0.055, atom 7 (C): -0.196, atom 8 (C): -0.185, atom 9 (N): -0.018, atom 10 (C): -0.138, atom 11 (C): -0.132, atom 12 (F): -0.115, atom 13 (C): -0.180, atom 14 (F): 0.154, atom 15 (C): 0.160, atom 16 (C): -0.136, atom 17 (F): 0.125, atom 18 (C): -0.036, atom 19 (F): 0.101, atom 20 (H): 0.078, atom 21 (H): 0.047, atom 22 (H): 0.094, atom 23 (H): 0.123, atom 24 (H): 0.086, atom 25 (H): 0.112, atom 26 (H): 0.088, atom 27 (H): 0.104, atom 28 (H): 0.067, atom 29 (H): 0.090, atom 30 (H): 0.131, atom 31 (H): 0.145, atom 32 (H): 0.152, atom 33 (H): 0.141, atom 34 (H): 0.173, atom 35 (C): 0.018, atom 36 (C): -0.041, atom 37 (C): -0.036, atom 38 (C): -0.267, atom 39 (C): -0.020, atom 40 (C): -0.045, atom 41 (N): -0.049, atom 42 (N): 0.122, atom 43 (C): -0.374, atom 44 (C): 0.040, atom 45 (C): -0.010, atom 46 (C): -0.026, atom 47 (C): -0.117, atom 48 (N): 0.027, atom 49 (H): 0.116, atom 50 (H): 0.124, atom 51 (H): 0.119, atom 52 (H): 0.127, atom 53 (H): 0.139, atom 54 (H): 0.149, atom 55 (H): 0.154, atom 56 (H): 0.114, atom 57 (H): 0.110, atom 58 (F): 0.150, atom 59 (C): -0.074, atom 60 (C): -0.129, atom 61 (F): 0.189, atom 62 (C): -0.159, atom 63 (F): 0.109, atom 64 (C): -0.323, atom 65 (P): 1.145, atom 66 (C): -0.370, atom 67 (C): -0.095, atom 68 (C): -0.050, atom 69 (C): -0.019, atom 70 (C): -0.026, atom 71 (C): -0.085, atom 72 (C): -0.365, atom 73 (C): -0.096, atom 74 (C): -0.016, atom 75 (C): -0.015, atom 76 (C): -0.034, atom 77 (C): -0.063, atom 78 (C): -0.594, atom 79 (Br): 0.858, atom 80 (C): -0.215, atom 81 (F): 0.109, atom 82 (H): 0.060, atom 83 (H): 0.101, atom 84 (H): 0.127, atom 85 (H): 0.136, atom 86 (H): 0.101, atom 87 (H): 0.141, atom 88 (H): 0.127, atom 89 (H): 0.159, atom 90 (H): 0.141, atom 91 (H): 0.102



# 2
Formula: C41H34N3O3PdSi
Source: OMol25
Level of theory: ωB97M-V/def2-TZVPD

Geometry (Å):
Pd -0.258 -0.412 -1.653
C 0.769 -4.999 -2.021
O 1.734 -4.126 -2.618
C 1.192 -2.909 -2.620
N -0.019 -2.794 -2.215
C -0.514 -4.122 -1.896
C -1.171 -4.236 -0.540
C -1.212 -3.167 0.340
C -1.795 -3.318 1.588
C -2.338 -4.535 1.963
C -2.311 -5.601 1.078
C -1.731 -5.453 -0.169
C 1.938 -1.769 -3.148
C 3.233 -1.856 -3.650
C 3.810 -0.717 -4.192
C 3.089 0.468 -4.211
C 1.823 0.482 -3.636
N 1.254 -0.619 -3.136
C 1.021 1.692 -3.449
N 0.270 1.804 -2.422
C -0.393 3.088 -2.472
C 0.129 3.690 -3.815
O 1.060 2.716 -4.299
C -1.902 2.970 -2.377
C -2.662 4.135 -2.328
C -4.043 4.072 -2.253
C -4.675 2.839 -2.220
C -3.923 1.678 -2.259
C -2.540 1.734 -2.334
H 1.148 -5.316 -1.042
H 0.646 -5.875 -2.658
H -1.253 -4.390 -2.666
H -0.793 -2.200 0.056
H -1.819 -2.477 2.264
H -2.782 -4.654 2.940
H -2.746 -6.548 1.356
H -1.713 -6.280 -0.863
H 3.749 -2.802 -3.622
H 4.816 -0.749 -4.579
H 3.485 1.372 -4.645
H -0.031 3.680 -1.622
H 0.659 4.633 -3.675
H -0.661 3.826 -4.560
H -2.162 5.094 -2.344
H -4.623 4.981 -2.210
H -5.751 2.786 -2.164
H -4.418 0.721 -2.246
H -1.958 0.782 -2.347
O -0.375 0.017 0.427
Si 0.389 0.516 1.693
C 2.150 -0.167 1.930
C 3.269 0.639 1.737
C 4.549 0.124 1.854
C 4.735 -1.213 2.160
C 3.633 -2.029 2.352
C 2.356 -1.508 2.243
C 0.375 2.419 1.868
C 1.174 3.079 2.789
C 1.165 4.461 2.851
C 0.349 5.196 2.009
C -0.464 4.541 1.100
C -0.457 3.157 1.041
C -0.686 0.040 3.226
C -2.058 -0.014 3.069
C -2.859 -0.342 4.151
C -2.287 -0.601 5.384
C -0.913 -0.543 5.533
C -0.106 -0.217 4.452
H 3.143 1.684 1.491
H 5.404 0.762 1.687
H 5.732 -1.620 2.242
H 3.769 -3.078 2.573
H 1.500 -2.149 2.403
H 1.805 2.532 3.475
H 1.787 4.973 3.569
H 0.341 6.274 2.073
H -1.120 5.106 0.453
H -1.099 2.639 0.344
H -2.495 0.180 2.102
H -3.929 -0.392 4.023
H -2.912 -0.853 6.226
H -0.461 -0.748 6.491
H 0.967 -0.187 4.572

Frontier orbital gap (alpha / beta) (eV): 6.71 / 4.95
Max |F| (eV/Å): 4.4
Energy above the lowest of the compared OMol25 structures with the same formula, charge and spin (kJ/mol): 72.1
Spin multiplicity: 3
Charge: +1
<S²>: 2.009
Lowest unoccupied orbital energy (alpha / beta) (eV): -3.9 / -5.7
Energy (eV): -65033.7414

Just the Löwdin charges please, in e? Sure, here they are: atom 1 (Pd): 1.032, atom 2 (C): -0.048, atom 3 (O): 0.047, atom 4 (C): -0.304, atom 5 (N): 0.105, atom 6 (C): -0.231, atom 7 (C): -0.196, atom 8 (C): -0.036, atom 9 (C): -0.049, atom 10 (C): -0.066, atom 11 (C): -0.068, atom 12 (C): -0.041, atom 13 (C): -0.149, atom 14 (C): 0.055, atom 15 (C): 0.011, atom 16 (C): 0.053, atom 17 (C): -0.147, atom 18 (N): 0.061, atom 19 (C): -0.301, atom 20 (N): 0.113, atom 21 (C): -0.232, atom 22 (C): -0.039, atom 23 (O): 0.057, atom 24 (C): -0.195, atom 25 (C): -0.036, atom 26 (C): -0.060, atom 27 (C): -0.070, atom 28 (C): -0.067, atom 29 (C): -0.050, atom 30 (H): 0.143, atom 31 (H): 0.137, atom 32 (H): 0.163, atom 33 (H): 0.052, atom 34 (H): 0.088, atom 35 (H): 0.109, atom 36 (H): 0.108, atom 37 (H): 0.118, atom 38 (H): 0.133, atom 39 (H): 0.128, atom 40 (H): 0.134, atom 41 (H): 0.140, atom 42 (H): 0.137, atom 43 (H): 0.141, atom 44 (H): 0.121, atom 45 (H): 0.111, atom 46 (H): 0.109, atom 47 (H): 0.107, atom 48 (H): 0.062, atom 49 (O): -0.343, atom 50 (Si): 0.485, atom 51 (C): -0.227, atom 52 (C): -0.102, atom 53 (C): -0.084, atom 54 (C): -0.085, atom 55 (C): -0.084, atom 56 (C): -0.102, atom 57 (C): -0.221, atom 58 (C): -0.098, atom 59 (C): -0.078, atom 60 (C): -0.084, atom 61 (C): -0.091, atom 62 (C): -0.108, atom 63 (C): -0.227, atom 64 (C): -0.120, atom 65 (C): -0.085, atom 66 (C): -0.085, atom 67 (C): -0.077, atom 68 (C): -0.091, atom 69 (H): 0.094, atom 70 (H): 0.104, atom 71 (H): 0.104, atom 72 (H): 0.104, atom 73 (H): 0.102, atom 74 (H): 0.106, atom 75 (H): 0.105, atom 76 (H): 0.104, atom 77 (H): 0.096, atom 78 (H): 0.084, atom 79 (H): 0.101, atom 80 (H): 0.103, atom 81 (H): 0.104, atom 82 (H): 0.104, atom 83 (H): 0.101



# 3
Formula: C41H34N6O5PRbS2
Source: OMol25
Level of theory: ωB97M-V/def2-TZVPD

Geometry (Å):
Rb 0.673 -0.109 2.948
O -2.138 -0.621 1.659
C -2.855 -0.190 0.830
C -3.675 0.271 -0.088
C -4.964 0.864 0.317
C -5.762 1.465 -0.590
C -5.434 1.554 -1.975
C -4.258 0.955 -2.386
C -3.372 0.296 -1.547
P -1.869 -0.505 -2.052
C -0.608 0.848 -2.118
C -0.924 2.122 -2.586
C 0.029 3.122 -2.613
C 1.316 2.865 -2.156
C 1.635 1.608 -1.670
C 0.677 0.606 -1.653
C -2.123 -0.789 -3.851
C -3.245 -1.516 -4.254
C -3.441 -1.854 -5.580
C -2.510 -1.483 -6.542
C -1.386 -0.772 -6.156
C -1.195 -0.428 -4.824
H -5.247 0.812 1.358
H -6.699 1.888 -0.242
H -6.088 2.047 -2.677
H -4.015 0.986 -3.446
H -1.939 2.328 -2.904
H -0.233 4.110 -2.967
H 2.060 3.651 -2.158
H 2.621 1.414 -1.278
H 0.918 -0.364 -1.239
H -3.978 -1.798 -3.509
H -4.326 -2.408 -5.868
H -2.664 -1.743 -7.583
H -0.652 -0.477 -6.894
H -0.316 0.134 -4.542
N -2.652 -1.301 6.135
N -2.201 -0.026 5.680
C -0.834 0.048 5.302
O -0.379 1.197 5.141
O -0.246 -1.044 5.136
H -1.796 -1.874 6.194
H -3.180 -1.708 5.356
H -2.441 0.710 6.334
O 3.033 0.539 1.937
S 3.625 -0.792 1.931
O 4.462 -1.106 3.075
N 2.491 -1.800 1.608
C 2.648 -3.150 1.672
C 3.839 -3.839 1.772
C 3.871 -5.244 1.774
C 2.733 -5.993 1.675
C 1.482 -5.335 1.571
C 0.255 -6.031 1.471
C -0.912 -5.336 1.377
C -0.860 -3.924 1.384
N 0.253 -3.250 1.476
C 1.425 -3.925 1.567
C 4.756 -0.784 0.531
C 5.997 -0.178 0.668
C 6.863 -0.132 -0.411
C 6.496 -0.701 -1.623
C 5.262 -1.317 -1.752
C 4.388 -1.360 -0.673
H 4.766 -3.287 1.870
H 4.832 -5.738 1.859
H 2.767 -7.076 1.685
H 0.264 -7.116 1.472
H -1.866 -5.841 1.306
H -1.769 -3.336 1.316
H 6.269 0.242 1.624
H 7.829 0.344 -0.309
H 7.174 -0.663 -2.467
H 4.973 -1.764 -2.694
H 3.422 -1.835 -0.752
N 0.213 7.193 2.119
C -0.770 6.732 1.291
S -1.769 7.780 0.498
C -0.849 5.256 1.158
C -1.992 4.652 0.648
C -2.052 3.269 0.587
N -1.059 2.477 0.988
C 0.045 3.055 1.447
C 0.203 4.426 1.556
H 0.169 8.178 2.337
H 0.557 6.586 2.845
H -2.826 5.257 0.318
H -2.930 2.771 0.201
H 0.858 2.392 1.723
H 1.149 4.814 1.904

Frontier orbital gap (eV): 3.33
Max |F| (eV/Å): 1.1
Energy above the lowest of the compared OMol25 structures with the same formula, charge and spin (kJ/mol): 113.3
Spin multiplicity: 1
Charge: -2
Lowest unoccupied orbital energy (eV): 3.3
Energy (eV): -93862.7787

Just the Löwdin charges please, in e? Sure, here they are: atom 1 (Rb): 1.066, atom 2 (O): 0.047, atom 3 (C): -0.222, atom 4 (C): -0.275, atom 5 (C): -0.100, atom 6 (C): -0.177, atom 7 (C): -0.181, atom 8 (C): -0.195, atom 9 (C): -0.402, atom 10 (P): 1.081, atom 11 (C): -0.379, atom 12 (C): -0.101, atom 13 (C): -0.097, atom 14 (C): -0.105, atom 15 (C): -0.088, atom 16 (C): -0.098, atom 17 (C): -0.370, atom 18 (C): -0.117, atom 19 (C): -0.108, atom 20 (C): -0.126, atom 21 (C): -0.110, atom 22 (C): -0.092, atom 23 (H): 0.091, atom 24 (H): 0.081, atom 25 (H): 0.051, atom 26 (H): 0.092, atom 27 (H): 0.102, atom 28 (H): 0.095, atom 29 (H): 0.092, atom 30 (H): 0.095, atom 31 (H): 0.096, atom 32 (H): 0.104, atom 33 (H): 0.091, atom 34 (H): 0.085, atom 35 (H): 0.090, atom 36 (H): 0.095, atom 37 (N): -0.029, atom 38 (N): -0.051, atom 39 (C): -0.904, atom 40 (O): -0.147, atom 41 (O): -0.220, atom 42 (H): 0.057, atom 43 (H): 0.058, atom 44 (H): 0.099, atom 45 (O): -0.477, atom 46 (S): 0.497, atom 47 (O): -0.321, atom 48 (N): -0.219, atom 49 (C): -0.282, atom 50 (C): -0.041, atom 51 (C): -0.102, atom 52 (C): -0.081, atom 53 (C): -0.172, atom 54 (C): -0.041, atom 55 (C): -0.065, atom 56 (C): -0.125, atom 57 (N): 0.133, atom 58 (C): -0.152, atom 59 (C): -0.259, atom 60 (C): -0.063, atom 61 (C): -0.096, atom 62 (C): -0.108, atom 63 (C): -0.083, atom 64 (C): -0.060, atom 65 (H): 0.097, atom 66 (H): 0.093, atom 67 (H): 0.093, atom 68 (H): 0.104, atom 69 (H): 0.093, atom 70 (H): 0.101, atom 71 (H): 0.111, atom 72 (H): 0.093, atom 73 (H): 0.092, atom 74 (H): 0.099, atom 75 (H): 0.110, atom 76 (N): 0.064, atom 77 (C): -0.817, atom 78 (S): 0.626, atom 79 (C): -0.244, atom 80 (C): -0.025, atom 81 (C): -0.086, atom 82 (N): 0.125, atom 83 (C): -0.124, atom 84 (C): -0.009, atom 85 (H): 0.081, atom 86 (H): 0.093, atom 87 (H): 0.085, atom 88 (H): 0.105, atom 89 (H): 0.074, atom 90 (H): 0.106



> Which of these has the highest energy?

C41H34N3O3PdSi



> Which of these has the lowest energy above the lowest of the compared OMol25 structures with the same formula, charge and spin?

C41H34BrF8N5PSn



> charge of number 3 (C41H34N6O5PRbS2)?

-2